# 1
{
  "formula": "C16H22N2O5",
  "method": "ωB97M-V/def2-TZVPD",
  "species": ["C", "O", "C", "O", "C", "N", "C", "O", "C", "N", "C", "O", "O", "C", "C", "C", "C", "C", "C", "C", "C", "C", "C", "H", "H", "H", "H", "H", "H", "H", "H", "H", "H", "H", "H", "H", "H", "H", "H", "H", "H", "H", "H", "H", "H"],
  "xyz": [[-2.27989, -4.62206, -0.69234], [-2.14978, -3.34729, -0.07095], [-1.09701, -2.61886, -0.43456], [-0.27392, -2.96459, -1.24095], [-1.07829, -1.27918, 0.27800], [0.10836, -0.54822, -0.07347], [0.96291, -0.07123, 0.85772], [0.74320, -0.12436, 2.04665], [2.24345, 0.54030, 0.26848], [1.94553, 1.27630, -0.94323], [1.00222, 2.24411, -1.02067], [0.64944, 2.75399, -2.05650], [0.53775, 2.55787, 0.20295], [-0.61127, 3.40749, 0.25195], [-1.85883, 2.56390, 0.22963], [-2.45841, 2.23701, -0.98012], [-3.57136, 1.41389, -1.00628], [-4.09056, 0.90953, 0.17511], [-3.48936, 1.22516, 1.38296], [-2.37500, 2.04521, 1.41003], [3.28732, -0.55152, -0.02619], [4.62602, 0.08663, -0.39518], [3.46426, -1.47614, 1.17556], [-3.17732, -5.07098, -0.27585], [-1.40561, -5.23883, -0.47675], [-2.37285, -4.50786, -1.77391], [-1.98526, -0.72388, 0.00868], [-1.07655, -1.42333, 1.36267], [0.38122, -0.57686, -1.04428], [2.63811, 1.22736, 1.02760], [2.34355, 0.96846, -1.81623], [-0.58462, 4.09208, -0.60211], [-0.52260, 3.96152, 1.18842], [-2.04534, 2.62520, -1.89937], [-4.03495, 1.16672, -1.95018], [-4.96079, 0.26962, 0.15452], [-3.88788, 0.82836, 2.30471], [-1.89746, 2.28046, 2.34896], [2.92576, -1.14652, -0.87384], [5.33823, -0.68129, -0.68728], [5.03159, 0.62304, 0.45947], [4.52256, 0.78788, -1.21938], [2.55315, -2.03087, 1.38130], [4.26332, -2.18774, 0.98195], [3.71697, -0.90048, 2.06230]],
  "lowdin_charge": [-0.043, -0.028, -0.480, 0.116, -0.051, 0.105, -0.473, 0.077, -0.211, 0.123, -0.573, 0.094, 0.021, -0.099, -0.194, -0.031, -0.085, -0.105, -0.087, -0.031, -0.373, -0.064, -0.056, 0.093, 0.098, 0.097, 0.116, 0.143, 0.147, 0.165, 0.151, 0.130, 0.134, 0.113, 0.103, 0.103, 0.105, 0.120, 0.142, 0.081, 0.087, 0.070, 0.078, 0.081, 0.092],
  "relative_energy_kcal_mol": 2.7,
  "spin_multiplicity": 1,
  "total_charge": 0,
  "gap_ev": 10.011,
  "total_energy_ha": -1108.67369
}



# 2
{
  "formula": "C9H12N4",
  "method": "ωB97M-V/def2-TZVPD",
  "species": ["C", "C", "C", "C", "C", "C", "C", "C", "C", "N", "N", "N", "N", "H", "H", "H", "H", "H", "H", "H", "H", "H", "H", "H", "H"],
  "xyz": [[3.86095, 0.92085, 0.93650], [4.65016, 0.73402, -0.14680], [2.57543, 0.41833, 0.95892], [3.07289, -0.79433, -0.88111], [-1.16077, -1.63898, -0.85135], [0.19270, -1.49587, -0.85503], [-0.67780, 0.98125, 0.24908], [-2.00769, -0.93655, 0.21029], [-3.00428, 1.31366, 0.41675], [4.20520, -0.15751, -1.03631], [2.12234, -0.41095, 0.01397], [0.81548, -0.78421, 0.07205], [-1.82153, 0.53110, 0.20801], [4.15451, 1.72914, 1.67599], [5.39806, 1.47670, -0.36043], [1.67879, 0.84466, 1.56764], [2.85783, -1.57463, -1.64461], [-1.72077, -2.21146, -1.61668], [0.77060, -1.88453, -1.75877], [-0.37731, 1.98802, 0.25246], [-3.09891, -1.18679, -0.05633], [-1.65537, -1.20076, 1.27146], [-2.79408, 2.30288, -0.16803], [-3.05087, 1.68121, 1.53334], [-4.03292, 0.89504, 0.07279]],
  "lowdin_charge": [0.011, -0.014, 0.032, -0.028, 0.040, -0.119, 0.227, -0.074, -0.004, 0.167, -0.050, 0.101, -0.183, 0.167, 0.151, 0.179, 0.164, 0.148, 0.157, 0.123, 0.166, 0.183, 0.144, 0.161, 0.150],
  "relative_energy_kcal_mol": 87.7,
  "spin_multiplicity": 1,
  "total_charge": 2,
  "gap_ev": [7.388, 7.990],
  "total_energy_ha": -568.30059
}



# 3
{
  "formula": "C13H18NS",
  "method": "ωB97M-V/def2-TZVPD",
  "species": ["C", "C", "N", "C", "C", "S", "H", "H", "H", "H", "H", "H", "H", "C", "C", "C", "C", "C", "C", "C", "C", "C", "H", "H", "H", "H", "H", "H", "H", "H", "H", "H", "H"],
  "xyz": [[2.42233, 2.06196, 0.92583], [1.97361, 0.65538, 0.99257], [1.43379, 0.02295, 2.04622], [1.20851, -1.45877, 1.77805], [1.69967, -1.74339, 0.36668], [2.31515, -0.25436, -0.40357], [2.28601, 2.66377, 1.81048], [3.49299, 2.03631, 0.68365], [1.94438, 2.53366, 0.05836], [1.82015, -2.03182, 2.48688], [0.15408, -1.77092, 1.87276], [2.55542, -2.43016, 0.33370], [0.90387, -2.06843, -0.31923], [0.46578, -0.20472, 4.31502], [0.99279, 0.74053, 3.22883], [-0.07265, 1.74276, 2.83224], [2.21387, 1.52855, 3.86084], [2.36237, 2.93557, 3.97736], [3.53644, 3.50013, 4.50455], [4.53849, 2.67092, 5.03592], [4.38628, 1.28237, 4.95755], [3.24682, 0.73213, 4.34825], [1.03076, -1.15022, 4.42365], [0.55162, 0.23910, 5.30033], [-0.59361, -0.48507, 4.19276], [0.32790, 2.50961, 2.17757], [-0.84224, 1.26355, 2.22835], [-0.54897, 2.22377, 3.70722], [1.62006, 3.65125, 3.59521], [3.71294, 4.58869, 4.48043], [5.41904, 3.09159, 5.52762], [5.16421, 0.59987, 5.32411], [3.13497, -0.35579, 4.31295]],
  "lowdin_charge": [-0.048, -0.506, 0.003, -0.112, -0.392, 1.109, 0.047, 0.116, 0.115, 0.129, 0.143, 0.092, 0.091, -0.020, -0.456, -0.017, -0.178, -0.059, -0.057, -0.066, -0.055, -0.044, 0.087, 0.103, 0.102, 0.069, 0.101, 0.122, 0.119, 0.119, 0.113, 0.115, 0.113],
  "relative_energy_kcal_mol": 0.0,
  "spin_multiplicity": 1,
  "total_charge": 1,
  "gap_ev": 8.765,
  "total_energy_ha": -958.86048
}